1.
Here is a 3-piece molecular cluster, C4H11N5 overall from OMol25. Energies are from ωB97M-V with the def2-TZVPD basis set.

```
! RIJCOSX wB97M-V def2-TZVPD def2/J DEFGRID3
* xyz 0 1
C 0.183 -2.127 0.966
C 0.990 -0.882 0.837
N 0.430 -2.963 1.976
C -1.945 -1.649 1.100
N -1.772 -0.765 1.846
H -0.142 -2.602 0.052
H -0.113 -3.812 2.034
H 0.687 -2.564 2.869
H 1.969 -1.173 0.437
H 0.529 -0.182 0.144
H 1.127 -0.393 1.800
N -0.014 2.275 -2.247
N 1.353 2.605 -2.313
C -1.611 1.626 -0.755
N -0.397 1.572 -1.128
H -0.578 3.100 -2.437
H 1.708 2.863 -1.393
H 1.864 1.790 -2.633
H -1.908 1.030 0.098
H -2.358 2.251 -1.254
*
```

For the orbital gap, the calculation gives 0.3356 hartree. For the highest occupied orbital energy, the calculation gives -8.922 eV.

=====

2.
Here is a 2-piece molecular cluster, C4H11N5O3 overall at a distorted geometry from OMol25. Energies are from ωB97M-V with the def2-TZVPD basis set.

```
! RIJCOSX wB97M-V def2-TZVPD def2/J DEFGRID3
* xyz 2 1
C 0.062 -1.039 -0.873
C -0.986 0.661 0.554
C 3.326 -1.738 -0.546
C -1.982 1.538 0.739
N -0.748 0.032 -0.712
N 2.921 -0.814 0.032
N 0.147 -2.026 0.017
N 0.861 -1.060 -1.934
N -2.012 2.349 1.916
O 2.325 0.085 0.534
O -0.116 0.368 1.566
O -1.119 0.593 -1.868
H 4.079 -2.331 -1.178
H -2.537 1.969 -0.113
H 0.900 -2.710 0.080
H -0.570 -1.952 0.742
H 1.056 -0.229 -2.395
H 1.580 -1.783 -2.089
H -1.940 0.253 -2.440
H -2.884 2.215 2.374
H -1.952 3.344 1.759
H -1.283 2.052 2.558
H 0.873 0.224 1.277
*
```

For the orbital gap, the calculation gives 0.3741 hartree. For the highest occupied orbital energy, the calculation gives -17.063 eV.

=====

3.
Here is C4H11NO as an isolated structure at a distorted geometry from OMol25. Energies are from ωB97M-V with the def2-TZVPD basis set.

```
! RIJCOSX wB97M-V def2-TZVPD def2/J DEFGRID3
* xyz -1 2
C 1.537 -0.812 -1.183
C 0.388 -0.584 -0.177
C 0.002 0.872 -0.158
C -1.005 1.257 0.938
O -0.216 0.756 2.555
N -0.732 -1.493 -0.411
H 2.286 -0.041 -1.026
H 1.123 -0.740 -2.195
H 1.931 -1.820 -1.063
H 0.820 -0.858 0.785
H 0.874 1.505 0.058
H -0.372 1.266 -1.118
H -0.962 2.322 1.143
H -2.032 1.041 0.526
H -1.062 0.233 1.772
H -1.496 -1.070 -0.913
H -1.084 -1.835 0.468
*
```

For the orbital gap (spin up / spin down), the calculation gives 0.1683 / 0.2590 hartree. For the highest occupied orbital energy (spin up / spin down), the calculation gives -0.348 / -2.838 eV.

=====

4.
Here is a 2-piece molecular cluster, C4H11NO overall at a distorted geometry from OMol25. Energies are from ωB97M-V with the def2-TZVPD basis set.

```
! RIJCOSX wB97M-V def2-TZVPD def2/J DEFGRID3
* xyz 0 1
C -1.301 -1.347 0.124
C -0.493 -0.212 -0.431
C -0.839 1.073 -0.505
N -2.020 1.577 0.085
C 0.651 -0.667 -1.295
H -0.715 -2.087 0.663
H -2.099 -0.989 0.779
H -1.777 -1.881 -0.702
H -0.283 1.875 -0.965
H -1.984 2.477 0.544
H -2.652 0.975 0.587
H 0.383 -0.873 -2.339
H 1.455 0.068 -1.398
H 1.072 -1.590 -0.894
H 2.798 0.605 1.707
H 4.223 0.216 1.793
O 3.579 0.780 2.248
*
```

Its SMILES is CC(C)=CN.O. For the orbital gap, the calculation gives 0.3180 hartree. For the highest occupied orbital energy, the calculation gives -7.883 eV.

=====

5.
Here is a 2-piece molecular cluster, C4H11NO overall at a distorted geometry from OMol25. Energies are from ωB97M-V with the def2-TZVPD basis set.

```
! RIJCOSX wB97M-V def2-TZVPD def2/J DEFGRID3
* xyz 0 1
C 1.183 -2.260 0.742
C 1.845 -0.937 0.334
H 1.939 -3.041 0.640
H 0.936 -2.282 1.804
H 0.315 -2.534 0.149
H 2.927 -1.010 0.419
H 1.522 -0.417 -0.573
H 1.559 -0.129 1.029
C -1.354 1.459 0.610
C -0.948 1.662 -0.814
O 0.110 2.190 -1.091
N -1.745 1.175 -1.804
H -2.269 1.893 0.969
H -0.543 1.828 1.234
H -1.324 1.174 -2.716
H -2.694 0.833 -1.777
H -1.459 0.397 0.846
*
```

Its SMILES is CC(N)=O.CC. For the orbital gap, the calculation gives 0.3957 hartree. For the highest occupied orbital energy, the calculation gives -9.926 eV.

=====

6.
Here is one molecule with the formula C4H11NO at a distorted geometry from OMol25. Energies are from ωB97M-V with the def2-TZVPD basis set.

```
! RIJCOSX wB97M-V def2-TZVPD def2/J DEFGRID3
* xyz 0 1
C -0.481 -2.127 -0.392
N 0.215 -0.967 0.098
C -0.003 -0.546 1.479
C 0.428 0.102 -0.823
C 0.624 1.510 -0.437
O -0.631 1.969 0.112
H -0.948 -2.102 -1.407
H 0.326 -2.823 -0.518
H -1.087 -2.621 0.398
H -0.257 -1.378 2.165
H -0.849 0.127 1.500
H 0.884 -0.028 1.969
H -0.537 0.159 -1.552
H 1.267 -0.190 -1.564
H 0.911 2.161 -1.272
H 1.472 1.552 0.245
H -1.041 2.532 -0.517
*
```

Its SMILES is CN(C)CCO. For the orbital gap, the calculation gives 0.3145 hartree. For the highest occupied orbital energy, the calculation gives -7.648 eV.

=====

7.
Here is a 2-piece molecular cluster, C4H11NO overall at a distorted geometry from OMol25. Energies are from ωB97M-V with the def2-TZVPD basis set.

```
! RIJCOSX wB97M-V def2-TZVPD def2/J DEFGRID3
* xyz 0 1
C 1.945 0.947 -0.467
C 1.189 0.519 0.525
N -0.137 0.857 0.738
C -1.262 0.043 1.130
C -2.487 0.496 0.351
H 2.879 0.465 -0.701
H 1.487 1.612 -1.187
H 1.591 -0.167 1.268
H -0.312 1.852 0.624
H -1.447 0.121 2.207
H -1.068 -0.992 0.836
H -2.368 0.191 -0.683
H -2.580 1.572 0.419
H -3.414 0.010 0.669
H 1.630 -3.195 -1.766
H 2.267 -1.810 -1.669
O 2.087 -2.522 -2.292
*
```

Its SMILES is C=CNCC.O. For the orbital gap, the calculation gives 0.3323 hartree. For the highest occupied orbital energy, the calculation gives -8.165 eV.

=====

8.
Here is a 2-piece molecular cluster, C4H11NO overall at a distorted geometry from OMol25. Energies are from ωB97M-V with the def2-TZVPD basis set.

```
! RIJCOSX wB97M-V def2-TZVPD def2/J DEFGRID3
* xyz 0 1
C 0.090 0.423 0.807
C -0.708 -0.827 0.431
C -2.101 -0.417 0.116
C -2.868 0.230 1.070
N 1.613 0.121 0.757
H -0.146 1.363 0.264
H -0.045 0.696 1.863
H -0.277 -1.448 -0.398
H -0.609 -1.497 1.266
H -2.742 -1.107 -0.436
H -2.473 1.053 1.795
H -3.953 0.089 1.031
H 1.857 0.413 -0.291
H 1.530 -0.977 0.777
H 3.940 1.260 -2.847
H 3.426 -0.075 -2.760
O 3.465 0.698 -3.445
*
```

Its SMILES is C=CCCN.O. For the orbital gap, the calculation gives 0.3618 hartree. For the highest occupied orbital energy, the calculation gives -9.267 eV.

=====

9.
Here is a 2-piece molecular cluster, C4H11NO overall at a distorted geometry from OMol25. Energies are from ωB97M-V with the def2-TZVPD basis set.

```
! RIJCOSX wB97M-V def2-TZVPD def2/J DEFGRID3
* xyz 0 1
C 0.889 -0.687 0.554
N -0.528 -0.244 0.389
C -0.520 0.997 -0.523
C 0.949 1.321 -0.854
C 1.660 -0.097 -0.637
H 1.166 -0.270 1.531
H 1.055 -1.743 0.692
H -0.920 -0.008 1.316
H -1.025 0.774 -1.533
H -1.063 1.806 0.177
H 1.304 2.138 -0.264
H 0.936 1.685 -1.839
H 1.580 -0.638 -1.580
H 2.754 -0.107 -0.422
H -2.102 -1.268 0.720
H -3.098 -2.247 1.378
O -3.035 -1.412 0.893
*
```

Its SMILES is C1CCNC1.O. For the orbital gap, the calculation gives 0.3650 hartree. For the highest occupied orbital energy, the calculation gives -9.034 eV.

=====

10.
Here is a 2-piece molecular cluster, C4H11NO overall at a distorted geometry from OMol25. Energies are from ωB97M-V with the def2-TZVPD basis set.

```
! RIJCOSX wB97M-V def2-TZVPD def2/J DEFGRID3
* xyz 0 1
C 0.439 -2.397 -1.715
C 0.695 -1.057 -1.410
N 0.157 -0.138 -0.553
C 0.358 1.310 -0.772
C 0.205 2.060 0.678
H 1.305 -2.606 -2.366
H -0.518 -2.954 -1.805
H 1.266 -0.461 -2.383
H -0.695 -0.424 -0.137
H -0.355 1.564 -1.635
H 1.426 1.259 -1.066
H 1.052 2.668 0.987
H 0.266 1.326 1.475
H -0.682 2.671 0.787
H -1.062 -0.678 2.934
H -2.100 -0.870 3.887
O -1.757 -1.273 3.096
*
```

Its SMILES is C=CNCC.O. For the orbital gap, the calculation gives 0.3061 hartree. For the highest occupied orbital energy, the calculation gives -7.621 eV.

=====

11.
Here is a 2-piece molecular cluster, C4H11NO overall from OMol25. Energies are from ωB97M-V with the def2-TZVPD basis set.

```
! RIJCOSX wB97M-V def2-TZVPD def2/J DEFGRID3
* xyz 0 1
C -0.359 0.976 -0.540
N -0.263 1.248 0.897
C -1.530 0.850 1.491
C -2.110 -0.302 0.623
C -1.367 -0.182 -0.719
H 0.614 0.768 -0.975
H -0.767 1.865 -1.014
H 0.480 0.723 1.333
H -2.210 1.701 1.554
H -1.352 0.515 2.518
H -1.980 -1.224 1.182
H -3.153 -0.121 0.433
H -2.095 0.088 -1.498
H -0.870 -1.063 -1.131
H 5.718 -1.882 -0.602
H 5.423 -2.345 -2.023
O 5.819 -1.616 -1.530
*
```

Its SMILES is C1CCNC1.O. For the orbital gap, the calculation gives 0.3532 hartree. For the highest occupied orbital energy, the calculation gives -8.796 eV.

=====

12.
Here is C4H11NO as an isolated structure at a distorted geometry from OMol25. Energies are from ωB97M-V with the def2-TZVPD basis set.

```
! RIJCOSX wB97M-V def2-TZVPD def2/J DEFGRID3
* xyz 0 1
C -0.409 -0.214 0.610
C 1.558 1.141 -0.394
C 0.173 -0.296 -0.666
C -1.769 -1.741 0.107
N 1.059 2.466 -0.274
O 0.231 -0.662 1.727
H 0.640 -1.518 1.529
H -1.019 0.656 0.837
H 0.564 2.615 0.602
H 0.447 2.734 -1.036
H 2.197 0.877 0.446
H 2.107 0.991 -1.322
H 0.752 -1.182 -0.903
H -0.401 0.129 -1.480
H -1.779 -2.175 -0.894
H -1.629 -2.571 0.803
H -2.722 -1.250 0.309
*
```

For the orbital gap, the calculation gives 0.2995 hartree. For the highest occupied orbital energy, the calculation gives -7.188 eV.

=====

These records have total energy values of -432.629525; -657.735336; -288.837598; -288.971433; -289.001148; -288.922665; -288.951219; -288.898732; -288.961759; -288.882588; -288.978796; -288.853458 Eh, in the order they appear.
These records have energy above the lowest of the compared OMol25 structures with the same formula, charge and spin values of 94.58; 0.00; 65.55; 28.60; 9.96; 59.21; 41.29; 74.22; 34.67; 84.35; 23.98; 102.63 kcal/mol, in the order they appear.